1.
Entry from the Open Molecules 2025 dataset: a molecular structure, C48H37AlNO4P2 (the ωB97M-V functional and the def2-TZVPD basis).

```
93
Properties=species:S:1:pos:R:3:forces:R:3:nbo_charge:R:1
C -1.75228 2.35789 0.84546 0.0242 0.0064 0.0311 -0.37
C -4.74013 -0.44036 3.04276 -0.0065 -0.0103 0.0072 -0.22
H -1.29073 -1.93888 4.45071 -0.0092 0.0082 0.0023 0.24
C -0.54457 -1.21099 -2.68344 0.0569 0.0456 -0.0426 0.27
H -4.20467 2.17681 -4.87072 0.0007 -0.0032 -0.0005 0.23
C -0.38991 2.76073 1.01522 -0.0140 0.0831 0.0114 0.06
H 2.94610 -2.17836 3.77447 0.0059 -0.0032 -0.0002 0.25
C 1.19641 4.57202 1.44069 -0.0070 0.0028 -0.0024 -0.16
C -2.59286 2.40347 -3.46959 0.0017 0.0109 0.0038 -0.22
C 4.65068 -1.36847 -1.17987 -0.0332 0.0038 0.0106 -0.19
C -3.63333 -1.45756 0.71404 -0.0099 -0.0005 0.0032 -0.22
C 4.92347 -2.24055 -2.22319 -0.0055 -0.0271 -0.0301 -0.18
H -4.53805 -0.09976 -1.27125 -0.0049 -0.0321 0.0074 0.22
H -5.77109 -2.31458 3.19037 -0.0074 0.0044 0.0012 0.22
H 1.28259 -0.31150 -2.52038 0.0319 -0.0184 -0.0133 0.40
H 0.08183 0.67007 -3.10949 -0.0119 0.0352 -0.0291 0.40
O -0.52251 -0.82737 2.38185 0.0591 0.0068 0.0361 -0.81
C -4.48924 0.97311 -3.12000 -0.0013 -0.0114 -0.0167 -0.22
N 0.29354 -0.09895 -2.49128 -0.0655 -0.0231 0.0706 -0.84
C -2.76722 1.10811 -1.44102 0.0198 -0.0767 -0.0162 -0.35
H -2.06265 3.12861 -4.07383 0.0007 -0.0007 0.0018 0.23
P -2.03179 0.69858 0.17919 -0.0617 0.0042 -0.0748 0.89
H 3.25338 4.04368 1.39893 0.0009 -0.0032 0.0013 0.22
C -2.19231 -3.44888 -2.97720 -0.0022 0.0100 0.0029 -0.23
H -1.61519 -0.39868 -4.35034 -0.0126 0.0146 -0.0109 0.23
C 2.36741 -2.12907 -1.15478 0.0756 0.0179 0.0066 -0.40
C 2.64466 -3.00369 -2.20522 -0.0100 0.0307 -0.0195 -0.14
H 1.37838 5.61798 1.65583 0.0007 0.0020 0.0044 0.22
C -3.85450 0.33468 2.30562 -0.0095 0.0307 0.0024 -0.13
C -0.14259 4.12543 1.31506 0.0070 -0.0226 0.0028 -0.11
H -3.18814 -1.86486 -0.18965 0.0008 -0.0107 -0.0172 0.22
C -2.33224 -2.34944 -3.81781 -0.0204 -0.0115 0.0172 -0.17
H 5.92056 -2.28485 -2.64073 0.0006 -0.0007 -0.0062 0.23
H -5.16585 -0.04453 3.95532 0.0013 0.0016 0.0026 0.23
H 4.13821 -3.73434 -3.55218 0.0084 -0.0051 0.0006 0.23
H -1.01608 6.05027 1.72572 -0.0013 0.0020 -0.0011 0.22
H 2.65777 -4.04414 0.53347 -0.0126 -0.0049 0.0134 0.23
O 3.26094 -3.84092 6.00639 -0.0092 -0.0168 -0.0063 -0.48
C -1.51082 -1.24483 -3.68222 -0.0599 0.0304 -0.0412 -0.26
H 5.43223 -0.73590 -0.78093 -0.0019 0.0044 -0.0007 0.23
C -0.22430 -3.12449 5.89601 0.0008 -0.0079 -0.0107 -0.27
H 2.48393 -5.82531 2.22061 -0.0007 0.0001 -0.0016 0.23
C 0.79809 -1.97850 4.02233 -0.0189 -0.0142 0.0433 -0.21
H -3.80260 2.94103 0.82074 0.0045 0.0071 -0.0074 0.22
H 0.32073 -6.28619 3.32491 -0.0013 -0.0029 -0.0014 0.22
C -1.22880 5.01571 1.48402 0.0133 0.0085 -0.0036 -0.14
H -1.50811 -3.14935 1.07547 -0.0107 0.0124 -0.0117 0.22
H 3.24474 -3.97584 8.07152 -0.0127 0.0181 -0.0088 0.17
H -2.82460 -4.31723 -3.10105 0.0040 -0.0032 -0.0099 0.23
H 3.10252 -5.53425 7.17923 -0.0055 0.0059 -0.0093 0.18
C 0.58135 -3.49607 0.66587 -0.0137 0.0362 0.0389 -0.40
C 1.60664 -5.24831 1.95940 0.0010 -0.0062 0.0128 -0.21
C -3.97575 0.58768 -1.88741 0.0192 0.0045 0.0356 -0.14
C 1.97409 2.33193 1.05147 0.0227 -0.0392 0.0069 -0.11
C 2.23233 3.69872 1.29962 0.0059 0.0116 -0.0040 -0.23
H -1.13224 -4.26583 -1.30426 0.0105 0.0145 -0.0090 0.23
C 3.92258 -3.05794 -2.73614 0.0372 0.0274 -0.0092 -0.22
C -0.72960 -4.75863 2.24484 0.0022 -0.0383 0.0043 -0.22
O 1.62012 -0.78436 2.10716 -0.0189 -0.1024 0.0327 -0.76
C -0.63620 -3.75243 1.29920 -0.0075 0.0249 -0.0086 -0.14
C 2.82054 -4.48281 7.20276 0.0194 -0.0009 0.0215 0.23
P 0.71168 -2.07087 -0.44274 -0.0976 -0.0487 0.0583 0.94
C 1.70426 -4.24455 1.00598 0.0410 -0.0173 -0.0372 -0.18
H -5.43949 0.57426 -3.45031 0.0036 -0.0051 -0.0011 0.22
H 1.85974 -3.63350 -2.60816 0.0117 0.0018 0.0009 0.22
C -2.08272 2.02813 -2.23854 -0.0111 -0.0017 0.0034 -0.21
C 0.39296 -5.50649 2.57788 -0.0165 0.0210 0.0013 -0.17
C -5.07864 -1.71504 2.61444 0.0077 0.0093 0.0026 -0.19
C -2.77940 3.25476 0.99610 -0.0185 0.0012 -0.0178 -0.17
C 1.03593 -3.56976 6.21938 0.0027 0.0028 -0.0009 0.28
Al 0.25593 -0.06686 0.85516 0.0175 0.1500 -0.0109 1.61
H -3.58369 1.32286 2.65399 -0.0041 -0.0211 0.0079 0.22
H -1.08482 -3.39509 6.49041 -0.0042 0.0039 0.0009 0.24
C -1.23911 -3.42133 -1.97388 -0.0420 -0.0169 0.0003 -0.18
H -4.78480 -3.21978 1.10972 0.0045 0.0001 0.0001 0.22
C 0.70152 1.83889 0.89784 -0.0675 -0.0524 -0.0162 -0.65
C -3.30524 -0.16616 1.13179 0.0455 -0.0060 -0.0128 -0.36
H 2.82340 1.65797 1.00956 0.0069 -0.0043 -0.0021 0.19
H -1.67669 -4.94944 2.73269 0.0044 -0.0004 0.0032 0.23
C -3.79886 1.87263 -3.91487 0.0092 -0.0070 -0.0093 -0.20
H -3.34214 5.28376 1.46984 0.0005 0.0017 -0.0015 0.23
C -4.52447 -2.22443 1.44675 0.0022 -0.0085 -0.0129 -0.20
C -2.51984 4.59286 1.34187 -0.0104 0.0007 0.0070 -0.22
C -0.32734 -2.31524 4.76617 0.0165 0.0015 0.0147 -0.13
H -3.08253 -2.35900 -4.59746 -0.0030 0.0001 -0.0071 0.23
C 2.08155 -2.44089 4.36684 0.0203 0.0202 -0.0271 -0.22
C -0.43256 -2.29717 -1.80690 0.0021 -0.0255 0.0769 -0.46
O 1.39181 -4.37760 7.24549 -0.0065 -0.0151 -0.0097 -0.46
H -1.16328 2.47398 -1.87701 0.0331 0.0040 -0.0031 0.23
H 3.16378 -0.64949 0.18916 0.0041 0.0099 -0.0122 0.23
C 0.64194 -1.16597 2.82415 0.0180 -0.0010 -0.0597 0.80
C 2.16032 -3.23735 5.47117 0.0024 -0.0008 0.0216 0.29
C 3.37171 -1.31062 -0.64359 0.0577 -0.0257 0.0294 -0.19
```
Forces are in eV/Å.

Values from the calculation:
Molar mass = 780.8 g mol⁻¹
2S+1 = 1
LUMO energy = -1.9 eV
Kohn-Sham gap = 8.52 eV
HOMO energy = -10.44 eV
Charge = +1
Energy above the lowest of the compared OMol25 structures with the same formula, charge and spin = 0.00 kJ/mol



2.
Entry from the Open Molecules 2025 dataset: a gas-phase ion, CH4N2O3P (charge -1) at a distorted geometry (the ωB97M-V functional and the def2-TZVPD basis).

```
11
Properties=species:S:1:pos:R:3:forces:R:3:nbo_charge:R:1
C -0.52268 -0.88876 -0.65593 -0.0762 0.1309 -2.8052 0.38
O -1.29784 1.40311 0.53689 0.4722 -0.8005 -0.6297 -1.16
N 1.07632 2.08239 -0.16578 -2.8758 -1.7824 -3.9007 -1.13
O 0.70942 0.03078 1.48739 0.3852 0.3401 -0.3393 -1.20
H 1.95333 1.79663 0.15821 2.0872 -0.4165 -0.0365 0.36
H -0.50423 -1.51664 1.16988 0.2365 -0.8845 -0.2354 0.43
P 0.02152 0.70226 0.32335 -1.5670 1.7503 2.1744 2.10
H 1.00843 2.10811 -1.28947 0.6967 0.1304 3.3039 0.36
N -0.64753 -1.89976 0.22596 0.5999 1.7549 1.6863 -0.84
H -0.98673 -2.81373 0.07203 -0.4980 -0.5360 -0.6008 0.38
O -0.81001 -1.00440 -1.86253 0.5393 0.3133 1.3830 -0.69
```
Forces are in eV/Å.

Values from the calculation:
Molar mass = 123.0 g mol⁻¹
2S+1 = 1
LUMO energy = 4.2 eV
Kohn-Sham gap = 8.71 eV
SMILES string = NC(=O)[P@@](N)(=O)[O-]
HOMO energy = -4.54 eV
Charge = -1
Energy above the lowest of the compared OMol25 structures with the same formula, charge and spin = 103.56 kJ/mol